C34H72IN3O5PS3 | ωB97M-V with the def2-TZVPD basis set

Geometry as XYZ:
```
119
Properties=species:S:1:pos:R:3:forces:R:3
C 6.161 -0.056 0.272 0.0584 0.0230 0.0915
C 5.860 1.445 0.303 -0.2191 -0.2071 0.1333
C 5.003 1.931 -0.874 0.2660 0.0802 0.3072
C 3.580 1.400 -0.764 -0.1727 -0.6210 0.0704
N 2.664 1.854 -1.835 0.6774 0.6232 -0.4689
C 2.179 3.226 -1.654 -0.3497 -0.0728 0.1002
C 1.164 3.273 -0.505 0.2027 0.1199 0.0292
C 0.349 4.585 -0.472 -0.1164 -0.1060 -0.0928
C -1.090 4.396 -0.996 0.2470 -0.2146 0.0314
C -1.954 3.486 -0.112 -0.3080 -0.2589 -0.6754
C -3.182 2.929 -0.887 0.0970 -0.6596 0.4760
N -2.978 2.466 -2.228 -0.2854 0.5940 0.0183
C -4.149 1.804 -2.812 0.0093 -0.3818 -0.2412
C -4.552 0.481 -2.128 -0.1732 0.3042 0.4449
C -5.700 0.607 -1.100 0.0486 -0.0326 0.0461
C -4.213 3.950 -0.622 0.1185 0.2894 0.2392
N -3.983 4.540 0.504 -0.0998 0.0921 -0.5982
I -5.337 5.898 1.258 0.0449 -0.1882 0.0404
C -2.681 4.082 1.130 0.2980 0.2312 -0.0172
C -2.977 3.006 2.231 -0.3178 0.0228 0.2312
O -1.949 2.076 2.317 0.0388 0.0654 -0.1780
C -2.186 0.759 1.832 -0.0034 -0.3661 0.0609
C -0.937 0.228 1.124 0.0713 0.0257 -0.1224
O -0.189 -0.626 1.954 -0.2088 0.0668 0.1312
C -0.017 -1.939 1.454 0.1298 -0.2864 -0.1023
C 1.087 -1.991 0.397 0.0593 -0.0509 -0.1435
O 1.617 -3.283 0.236 0.0972 -0.0594 -0.0280
C 0.742 -4.209 -0.390 -0.2553 -0.3763 -0.1006
C 0.142 -5.218 0.604 -0.1863 0.2200 0.0365
P -1.778 5.500 1.967 0.5986 -0.2769 0.4361
S -0.437 4.964 3.239 -0.1039 -0.0208 -0.1690
C 3.076 1.505 -3.113 -0.0377 -0.1849 0.4500
S 3.348 2.525 -4.349 -0.3974 0.0443 -0.1433
S 3.384 -0.271 -3.316 0.0344 -0.0547 0.2945
C 1.968 -0.737 -4.351 0.0275 0.0139 -0.3267
C 0.704 -1.192 -3.631 -0.0547 0.0789 0.0004
C 0.125 -0.169 -2.659 -0.0423 -0.0660 0.1393
H 5.259 -0.666 0.379 0.0834 0.0765 -0.0852
H 6.663 -0.338 -0.657 -0.0786 0.0047 0.0228
H 6.825 -0.328 1.098 -0.0484 0.0249 -0.0737
H 6.799 2.002 0.328 -0.0671 -0.0048 -0.0471
H 5.332 1.675 1.240 0.1290 0.0681 -0.0832
H 5.471 1.591 -1.805 -0.1270 0.1276 -0.0365
H 5.009 3.027 -0.863 -0.0533 -0.1088 -0.1841
H 3.599 0.307 -0.801 -0.0581 0.1332 0.0930
H 3.156 1.685 0.202 -0.0608 -0.0226 -0.1165
H 1.677 3.523 -2.579 0.1632 -0.0054 0.0865
H 3.000 3.930 -1.478 -0.0505 0.0055 -0.1037
H 0.515 2.399 -0.638 -0.0051 0.1067 0.0540
H 1.669 3.150 0.458 -0.0944 -0.0598 -0.1038
H 0.833 5.347 -1.094 0.0037 -0.0967 0.0601
H 0.364 4.968 0.550 -0.0195 0.0157 -0.0939
H -1.012 3.875 -1.958 -0.0540 0.1610 0.0363
H -1.585 5.348 -1.221 0.0258 -0.0301 0.1158
H -1.359 2.609 0.139 0.0176 0.3374 0.4789
H -3.554 2.105 -0.228 -0.0823 0.0565 -0.1266
H -2.205 1.811 -2.215 0.1885 0.0016 -0.1111
H -3.905 1.616 -3.860 -0.0251 0.0836 0.1064
H -4.998 2.499 -2.809 0.1556 -0.0378 -0.0715
H -3.666 0.113 -1.593 -0.0117 -0.2075 -0.2996
H -4.826 -0.252 -2.887 0.1379 0.0124 0.0465
H -6.535 -0.054 -1.338 0.0357 0.1050 -0.0007
H -6.096 1.628 -1.056 -0.0369 -0.0863 -0.0389
H -5.376 0.341 -0.089 -0.0206 0.0307 -0.0586
H -5.091 4.182 -1.219 0.0521 -0.0398 0.1442
H -3.049 3.509 3.204 -0.0277 -0.0256 -0.0692
H -3.957 2.540 2.045 0.1305 -0.0068 -0.1035
H -2.406 0.092 2.674 0.0065 0.1077 -0.0407
H -3.057 0.729 1.162 0.0701 0.1522 0.0127
H -0.300 1.076 0.844 -0.0801 -0.0541 0.0375
H -1.224 -0.286 0.198 -0.0186 -0.0223 0.0671
H 0.275 -2.581 2.289 -0.0071 0.1933 -0.0056
H -0.965 -2.328 1.051 0.0522 0.0408 0.0797
H 1.912 -1.351 0.720 -0.0747 -0.0229 0.0215
H 0.729 -1.629 -0.580 0.0102 0.0588 0.2372
H -0.063 -3.668 -0.908 0.1301 -0.0224 -0.0222
H 1.306 -4.755 -1.152 0.1037 0.1958 0.0599
H 0.617 -5.093 1.580 0.0398 -0.1448 -0.1511
H 0.281 -6.244 0.259 0.0373 0.0621 0.0914
H -0.933 -5.062 0.740 0.0915 -0.0122 0.0228
H -1.350 6.283 0.888 -0.2483 0.1427 -0.0884
H -2.825 6.241 2.529 -0.1495 0.0207 -0.1733
H 2.357 -1.558 -4.960 -0.0727 0.0971 0.0118
H 1.767 0.098 -5.029 0.0497 -0.0382 0.0471
H 0.899 -2.130 -3.102 0.0095 0.0536 -0.0081
H -0.042 -1.410 -4.406 0.0955 -0.0730 0.0775
H -0.804 -0.562 -2.224 0.0066 0.1205 -0.1134
H -0.080 0.786 -3.162 0.0149 -0.0894 0.0668
H 0.815 0.016 -1.831 -0.0467 0.1368 -0.2097
C 4.079 -8.277 -4.456 0.0084 -0.0064 0.0936
C 3.354 -6.952 -4.297 0.0064 0.0003 -0.0832
O 2.769 -6.764 -3.019 -0.0519 0.0309 0.0292
C 3.673 -6.760 -1.927 0.0277 0.0519 0.1253
C 4.706 -5.647 -1.983 -0.0088 0.0026 -0.1101
H 3.425 -9.104 -4.176 -0.0105 -0.0054 -0.0312
H 4.384 -8.409 -5.494 -0.0129 0.0004 -0.0103
H 4.976 -8.331 -3.839 0.0154 0.0144 -0.0234
H 2.518 -6.901 -4.995 -0.0151 -0.0048 0.0114
H 4.024 -6.119 -4.540 0.0164 -0.0044 0.0211
H 4.164 -7.733 -1.823 -0.0010 -0.0041 -0.0431
H 3.045 -6.628 -1.044 -0.0182 -0.0172 -0.0060
H 5.418 -5.789 -2.796 0.0185 -0.0168 0.0181
H 5.270 -5.618 -1.050 -0.0130 0.0042 0.0138
H 4.218 -4.682 -2.125 -0.0039 0.0135 0.0451
C -1.973 1.607 5.603 -0.0849 0.0190 0.0809
C -2.418 0.158 5.714 0.0202 -0.0307 -0.0730
O -2.578 -0.308 7.037 0.0025 -0.0226 0.0023
C -3.544 0.373 7.818 -0.0277 0.0393 0.0688
C -4.956 0.293 7.263 0.0326 -0.0174 -0.0842
H -1.080 1.780 6.204 0.0254 -0.0114 -0.0284
H -1.746 1.838 4.561 0.0719 0.0193 0.0950
H -2.745 2.300 5.946 -0.0064 -0.0078 -0.0188
H -1.659 -0.493 5.278 0.0081 0.0029 0.0058
H -3.343 0.000 5.139 -0.0023 0.0179 0.0078
H -3.251 1.419 7.968 -0.0013 0.0028 -0.0219
H -3.503 -0.109 8.794 0.0088 -0.0153 -0.0034
H -5.062 0.847 6.328 -0.0056 0.0249 0.0172
H -5.660 0.718 7.979 0.0005 -0.0080 0.0145
H -5.233 -0.745 7.075 -0.0141 -0.0043 0.0285
```
Positions in Å, forces in eV/Å.

Total charge: +1
E_LUMO: -5.02 eV
2S+1: 1